Molecular formula: C40H83N13O2P2
Method: DFT, wB97M-V/def2-TZVPD

E_HOMO (eV): -7.68
M (g mol⁻¹): 840.1
LUMO energy (eV): 0.5
SMILES string: CN(C)P(=O)(N(C)C)N(C)C.CN(C)P(=O)(N(C)C)N(C)C.c1cc[nH]c1.CCCC#N.CCCC#N.CCCC#N.CCCC#N.CCCC#N.CCCC#N
Gap between HOMO and LUMO (eV): 8.174

```
140
Properties=species:S:1:pos:R:3:forces:R:3:lowdin_charge:R:1
C 1.805183 5.308872 4.017370 0.619 -0.164 0.540 -0.1104
N 0.884757 4.312287 3.459358 0.039 0.700 0.176 -0.3061
C -0.129725 3.818510 4.367049 -0.908 -1.097 0.051 -0.1373
P 1.234665 3.759650 1.923205 -2.291 -1.395 -0.154 0.4945
O 1.983198 4.717746 1.126899 1.249 0.980 -0.466 -0.2820
N 1.946765 2.233237 1.966931 0.580 0.915 -0.226 -0.2919
C 3.368714 2.162657 1.511123 -1.353 0.314 -0.728 -0.0799
C 1.553182 1.354083 3.061143 0.241 -1.097 -0.669 -0.1120
N -0.299956 3.430368 1.305497 -0.489 -0.823 -0.743 -0.2631
C -0.516967 2.370672 0.222406 -1.115 1.273 1.730 -0.0625
C -1.315522 4.478959 1.276553 -0.350 -0.051 0.485 -0.1201
H 2.410357 5.725739 3.188316 -0.221 -0.293 0.643 0.0731
H 2.449869 4.818617 4.794683 -0.188 0.437 -0.662 0.0880
H 1.317686 6.155695 4.550624 -0.201 -0.576 -0.527 0.0837
H -0.879550 3.161660 3.856084 0.665 0.740 0.080 0.0706
H -0.681726 4.622182 4.870534 0.135 0.174 -0.349 0.0808
H 0.233729 3.177114 5.188683 0.428 0.226 -0.227 0.0760
H 3.563885 3.024489 0.855058 -0.118 -0.345 0.267 0.0766
H 4.013763 2.224630 2.353836 0.818 -0.146 0.711 0.0680
H 3.544700 1.243894 0.931746 -0.074 0.151 0.342 0.0540
H 2.132136 0.421713 2.936386 -0.356 0.144 -0.030 0.0721
H 1.809677 1.681994 4.079771 -0.316 0.340 -0.252 0.0840
H 0.478191 1.107198 2.925275 0.535 0.147 0.556 0.0806
H -0.545862 1.412651 0.731045 0.207 -0.197 -0.354 0.0408
H -1.484520 2.487742 -0.303237 0.154 0.184 0.834 0.0650
H 0.184358 2.457576 -0.561043 1.332 -0.201 -0.663 0.0572
H -1.098723 5.311598 1.950382 0.417 -0.056 -0.220 0.0800
H -2.288959 4.116842 1.631043 0.065 -0.343 -0.042 0.0587
H -1.504959 4.853904 0.271852 0.275 0.190 -0.157 0.0698
C -3.320481 1.017415 2.726052 -1.146 -0.259 0.796 -0.0869
N -4.606517 1.269103 2.010718 0.614 -0.164 -0.311 -0.3016
C -5.211314 2.551689 2.245179 -2.083 -0.862 2.098 -0.1169
P -4.619640 0.706307 0.454847 2.106 -0.614 0.083 0.4662
O -3.620575 1.208647 -0.541016 -0.099 -0.261 0.904 -0.3066
N -4.419450 -0.908935 0.790077 1.985 0.084 -2.333 -0.2949
C -5.222313 -1.676729 1.684660 0.260 0.002 0.021 -0.1164
C -3.891311 -1.644920 -0.418459 0.493 0.018 1.278 -0.0796
N -6.070607 0.940073 -0.169123 -2.583 0.263 0.240 -0.2947
C -7.330534 0.717392 0.583433 0.208 1.543 -2.020 -0.0871
C -6.219892 1.540923 -1.465654 -0.109 -1.483 -1.290 -0.1068
H -2.960925 1.986227 3.101367 0.406 -0.342 -0.382 0.0719
H -2.656579 0.467358 2.065325 0.376 0.429 0.070 0.0413
H -3.462332 0.354783 3.611067 -0.091 0.484 -0.542 0.0638
H -5.507211 2.581496 3.347897 0.405 0.194 -1.198 0.1115
H -6.188232 2.585332 1.707923 0.994 0.461 0.194 0.0734
H -4.560288 3.370912 2.058420 0.438 0.914 -0.457 0.0548
H -6.197419 -1.814147 1.194137 -0.110 -0.544 0.691 0.0792
H -4.651877 -2.602223 1.808426 -0.643 -0.275 0.220 0.0863
H -5.283501 -1.183739 2.667756 -0.264 -0.170 -0.421 0.0844
H -3.561383 -0.903498 -1.149802 -0.095 -0.330 0.040 0.0536
H -3.032490 -2.289924 -0.153785 -0.187 0.510 0.138 0.0561
H -4.573069 -2.367655 -0.836701 -0.910 0.100 -0.271 0.0710
H -7.898180 1.676056 0.492309 0.011 -0.817 0.194 0.0966
H -7.941919 -0.115379 0.247746 0.035 -0.074 -0.477 0.0821
H -7.108281 0.552490 1.584230 0.406 -0.258 1.910 0.0419
H -5.255783 1.711489 -1.932328 0.082 0.202 0.269 0.0664
H -6.793054 2.440015 -1.442850 -0.489 0.824 0.121 0.0700
H -6.725393 0.811913 -2.138933 -0.031 0.481 0.277 0.0959
C 5.945776 -0.513453 3.875957 -0.339 -1.256 0.030 -0.1180
C 5.997153 -1.748559 4.608482 0.584 1.253 -0.572 -0.1100
C 5.561078 -2.685169 3.727862 -0.695 -1.204 0.536 -0.1851
N 5.123466 -2.093591 2.566146 1.178 -0.769 0.820 0.0036
C 5.439917 -0.766700 2.636678 -1.134 0.391 -1.127 -0.1558
H 6.231994 0.405678 4.246482 0.487 1.801 0.588 0.0591
H 6.413035 -1.850181 5.610504 -0.296 -0.251 -0.423 0.0927
H 5.473822 -3.741924 3.950861 -0.150 0.095 -0.562 0.0994
H 4.896945 -2.634876 1.744882 -0.278 0.311 0.030 0.0624
H 5.103436 -0.134442 1.794956 0.632 -0.288 0.800 0.0915
C 1.837805 -2.304431 3.980561 0.657 -0.695 -0.148 -0.0948
C 1.092083 -3.619326 4.330674 -0.423 0.915 -0.812 -0.2068
C -0.336377 -3.635655 3.735046 0.169 -0.091 -0.033 -0.1886
C -1.125526 -2.447764 3.975901 1.982 -2.438 -0.236 -0.2504
N -1.626126 -1.466440 4.183575 -1.952 3.233 0.648 0.1900
H 2.109032 -2.238014 2.919657 -0.196 -0.311 -0.016 0.0428
H 2.826079 -2.188248 4.484012 -0.904 -0.060 0.014 0.0800
H 1.166362 -1.470265 4.159635 0.167 0.252 0.385 0.0467
H 0.894978 -3.702432 5.390842 0.608 -0.104 0.422 0.1028
H 1.561273 -4.528848 3.931407 0.218 0.349 0.390 0.1004
H -0.862657 -4.443061 4.220993 -0.290 -0.569 -0.319 0.1148
H -0.326618 -3.731590 2.656541 0.040 -0.503 -0.274 0.0876
C 0.688277 -4.819488 -2.169403 0.729 2.172 -0.163 -0.0997
C 1.919147 -4.746528 -1.281866 1.314 -0.122 0.360 -0.2648
C 1.547431 -4.743043 0.221685 -0.764 0.560 -0.215 -0.1878
C 2.730515 -4.634755 1.081574 -1.836 -0.242 -1.012 -0.2275
N 3.636890 -4.492374 1.748428 1.385 -0.108 0.979 0.1844
H -0.037422 -5.439432 -1.720819 -1.056 -0.742 0.440 0.0508
H 0.931649 -5.219182 -3.147873 -0.040 0.162 -0.195 0.0700
H 0.292753 -3.759961 -2.260033 0.137 -1.337 -0.175 0.0716
H 2.563264 -3.851578 -1.495918 -0.709 -0.720 0.117 0.0955
H 2.583677 -5.627175 -1.435514 -0.428 0.455 0.009 0.1180
H 0.927308 -5.618129 0.466065 0.558 -0.100 0.030 0.1221
H 0.853126 -3.904300 0.469353 0.694 -0.226 -0.276 0.0942
C -1.682098 4.301580 -3.148808 0.174 1.500 -0.078 -0.0940
C -0.356574 5.100583 -3.432814 -0.690 -1.031 0.625 -0.2247
C 0.456388 4.380384 -4.544482 -0.704 1.286 0.712 -0.1775
C 0.782625 3.029875 -4.147041 -0.063 1.055 -0.260 -0.2138
N 1.028643 1.990202 -3.757820 0.325 -1.356 0.461 0.1887
H -2.221919 4.176100 -4.106947 -0.016 -0.031 0.606 0.0781
H -2.320390 4.816398 -2.392809 0.347 -0.087 -0.791 0.0772
H -1.488255 3.346737 -2.694559 0.281 -0.600 -0.115 0.0384
H 0.239426 5.101559 -2.531792 0.190 0.153 0.391 0.0964
H -0.559617 6.149463 -3.685184 0.051 -0.385 -0.234 0.1090
H 1.353280 4.963536 -4.772049 -0.113 -0.304 -0.235 0.1237
H -0.251781 4.366073 -5.354015 0.222 -0.203 -0.934 0.1079
C -0.455726 -1.453257 0.773938 0.452 -0.563 0.551 -0.0966
C 0.086720 -0.942022 -0.589113 0.631 -1.353 0.206 -0.2098
C 1.443631 -0.144578 -0.562565 -0.848 -1.600 1.892 -0.1567
C 2.500575 -1.082031 -0.135358 2.583 -1.691 -0.245 -0.1958
N 3.401814 -1.816139 0.053104 -2.517 2.003 -0.307 0.1830
H -1.301656 -2.176138 0.664390 0.663 0.666 -0.245 0.0621
H -0.851531 -0.637599 1.410303 0.385 -0.356 -0.288 0.0501
H 0.304669 -2.023316 1.366569 -0.326 0.691 -0.399 0.0450
H -0.681356 -0.301487 -0.924339 -0.775 0.847 -0.944 0.0659
H 0.178734 -1.812384 -1.286550 -0.055 0.834 0.377 0.0902
H 1.335854 0.558482 0.279100 0.327 0.349 -0.690 0.0726
H 1.748449 0.273761 -1.515036 -0.282 0.277 -0.075 0.0871
C 4.384128 -4.066377 -4.883370 1.836 -0.108 0.433 -0.1057
C 4.574782 -2.776602 -5.643313 1.532 0.769 0.899 -0.2401
C 4.385436 -1.466995 -4.791628 -0.851 0.595 0.308 -0.1449
C 3.024658 -1.382387 -4.216376 0.181 -0.654 0.452 -0.2042
N 2.034506 -1.421711 -3.632054 0.028 0.089 -0.201 0.2004
H 4.561478 -4.955920 -5.486496 0.084 0.173 -0.343 0.0758
H 3.422533 -4.205074 -4.458800 -0.953 0.214 0.608 0.0456
H 5.178797 -4.074949 -4.113454 -0.641 -0.287 0.095 0.0881
H 3.987010 -2.797977 -6.511038 -1.301 0.557 -1.083 0.0743
H 5.600824 -2.736468 -6.042465 -0.147 -0.041 0.292 0.1112
H 4.466142 -0.525162 -5.360769 0.307 -0.576 -0.280 0.1159
H 5.027912 -1.278569 -3.885196 -0.126 -0.837 -1.012 0.1365
C -1.957401 -0.259822 -4.062674 1.121 0.155 -0.359 -0.0908
C -1.155691 -1.216426 -4.945370 -0.434 -0.800 1.231 -0.2700
C -0.083189 -0.521677 -5.736847 -1.774 0.693 -0.714 -0.2372
C 0.546647 -1.447824 -6.642845 1.723 -0.178 -0.777 -0.2453
N 1.131202 -2.079703 -7.413524 -0.561 0.158 0.575 0.1417
H -1.374677 0.240892 -3.301935 0.517 -0.149 0.308 0.0523
H -2.729862 -0.790949 -3.571576 -1.010 -0.384 0.440 0.0502
H -2.344517 0.562596 -4.637493 -0.573 0.237 -0.480 0.0686
H -1.839575 -1.690783 -5.643258 -0.163 -0.158 -0.129 0.1078
H -0.729964 -2.043355 -4.334277 -0.111 0.563 -0.282 0.1040
H 0.546074 0.060174 -5.081611 0.636 -0.098 -0.141 0.0491
H -0.658503 0.169770 -6.398572 0.633 -0.029 0.351 0.1366
```
Positions in Å, forces in eV/Å.